# 1
Computed, not measured: 2 unconnected molecules or ions with the total composition C12H16N2, with the ωB97M-V functional and the def2-TZVPD basis.

Values from the calculation:
HOMO-LUMO gap = 9.5 eV
total energy = -576.3535 Ha
HOMO level = -8.69 eV

Structure (ORCA input):
```
! wB97M-V def2-TZVPD RIJCOSX def2/J DEFGRID3
* xyz 0 1
C -0.651 -1.236 2.992
C 0.721 -0.770 2.466
C 0.792 0.726 2.312
C 1.844 1.562 2.545
N 1.360 2.848 2.356
C -0.005 2.712 2.227
N -0.345 1.462 2.065
H -0.658 -2.319 2.994
H -1.395 -0.932 2.252
H -1.015 -0.658 3.848
H 1.536 -0.984 3.174
H 0.972 -1.275 1.527
H 2.829 1.349 2.915
H 1.849 3.675 2.672
H -0.613 3.577 1.985
C -1.933 -1.760 -3.832
C -0.922 -0.992 -3.017
C -1.270 -0.665 -1.702
C -0.402 0.042 -0.865
C 0.871 0.352 -1.277
C 1.222 -0.051 -2.554
C 0.362 -0.641 -3.457
H -2.959 -1.442 -3.618
H -1.806 -2.835 -3.688
H -1.861 -1.577 -4.906
H -2.326 -0.831 -1.508
H -0.786 0.459 0.072
H 1.514 0.968 -0.655
H 2.237 0.093 -2.911
H 0.839 -0.855 -4.414
*
```

=====

# 2
Computed, not measured: 2 unconnected molecules or ions with the total composition C3H9IN3, with the ωB97M-V functional and the def2-TZVPD basis.

Values from the calculation:
HOMO-LUMO gap = 8.7 eV
total energy = -581.3321 Ha
HOMO level = -13.03 eV

Structure (ORCA input):
```
! wB97M-V def2-TZVPD RIJCOSX def2/J DEFGRID3
* xyz 1 1
C 1.709 -1.315 0.032
C 0.735 -2.166 0.332
C -0.728 1.689 -0.016
N -0.551 0.427 -0.268
N 0.261 2.532 0.207
N -1.492 -0.586 -0.288
I -3.490 -0.152 0.028
H 2.233 -0.759 0.797
H 2.108 -1.239 -0.969
H 0.286 -2.801 -0.415
H 0.381 -2.304 1.339
H -1.741 2.081 0.008
H 0.399 -0.040 -0.212
H 0.069 3.510 0.362
H 1.229 2.245 0.217
H -1.410 -1.121 -1.153
*
```

=====

# 3
Computed, not measured: 3 unconnected molecules or ions with the total composition C2H7NO3, with the ωB97M-V functional and the def2-TZVPD basis.

Values from the calculation:
HOMO-LUMO gap = 4.3 eV
total energy = -360.6116 Ha
HOMO level = -7.99 eV

Structure (ORCA input):
```
! wB97M-V def2-TZVPD RIJCOSX def2/J DEFGRID3
* xyz 0 1
O 1.227 -1.581 0.923
C 0.638 -0.850 0.229
N -1.299 2.777 -0.124
C -1.270 1.459 0.211
O -2.325 0.653 -0.371
H 1.234 -0.180 -0.431
H -1.549 3.423 0.621
H -0.360 1.011 -0.251
H -1.206 1.154 1.264
H -2.871 1.294 -0.853
H 2.429 -2.456 0.114
H 2.391 -3.584 -0.976
O 2.959 -3.120 -0.356
*
```

=====

# 4
Computed, not measured: 2 unconnected molecules or ions with the total composition C2H8OS2, with the ωB97M-V functional and the def2-TZVPD basis.

Values from the calculation:
HOMO-LUMO gap = 9.9 eV
total energy = -952.5842 Ha
HOMO level = -9.65 eV

Structure (ORCA input):
```
! wB97M-V def2-TZVPD RIJCOSX def2/J DEFGRID3
* xyz 0 1
C -1.963 -1.331 -1.613
C -2.004 0.147 -1.179
O -2.215 0.300 0.195
H -2.963 -1.710 -1.419
H -1.614 -1.460 -2.632
H -1.220 -1.788 -0.956
H -2.788 0.677 -1.727
H -1.113 0.698 -1.522
H -1.718 -0.373 0.673
S 0.865 -0.409 0.852
S 2.287 0.999 0.482
H 1.652 -1.488 0.997
H 2.239 1.534 1.709
*
```

=====

# 5
Computed, not measured: a molecular structure, C10H19N2, with the ωB97M-V functional and the def2-TZVPD basis.

Values from the calculation:
HOMO-LUMO gap = 10.1 eV
total energy = -501.5451 Ha
HOMO level = -12.65 eV

Structure (ORCA input):
```
! wB97M-V def2-TZVPD RIJCOSX def2/J DEFGRID3
* xyz 1 1
C -2.913 -0.052 -0.480
C -2.713 0.477 0.740
C -2.162 -1.213 -1.029
C -1.501 0.021 1.595
C -0.647 -0.903 -1.059
C 2.882 -0.151 0.280
C 2.077 -1.454 0.016
C 2.063 0.899 -0.574
C -0.076 -0.365 0.233
C -0.076 2.138 -0.181
N 0.874 -1.245 0.822
N 0.762 1.014 0.189
H -3.707 0.353 -1.071
H -3.093 1.368 1.228
H -2.241 -2.220 -0.364
H -2.667 -1.504 -1.911
H -0.994 0.926 2.159
H -1.431 -0.966 2.053
H -0.010 -1.711 -1.197
H -0.593 -0.114 -1.800
H 2.904 0.231 1.258
H 3.867 -0.324 -0.091
H 1.736 -1.707 -0.957
H 2.687 -2.387 0.426
H 2.457 1.823 -0.673
H 1.972 0.622 -1.530
H -1.150 2.089 0.280
H 0.421 2.955 0.321
H 0.008 2.117 -1.305
H 0.386 -1.902 1.409
H 0.878 1.184 1.215
*
```

=====

# 6
Computed, not measured: a molecular structure, C27H24AuBr2FN5O3, with the ωB97M-V functional and the def2-TZVPD basis.

Values from the calculation:
HOMO-LUMO gap = 5.7 eV
total energy = -6925.3431 Ha
HOMO level = -15.98 eV

Structure (ORCA input):
```
! wB97M-V def2-TZVPD RIJCOSX def2/J DEFGRID3
* xyz 3 1
Au 1.719 0.263 0.385
Br 0.544 -6.098 -2.110
C 0.514 -4.303 -1.641
C -0.629 -3.685 -1.173
C -0.623 -2.294 -0.811
N 0.421 -1.556 -0.989
C 1.594 -2.107 -1.442
C 1.634 -3.494 -1.811
C 2.789 -0.074 -2.369
C 3.512 0.198 -3.514
C 4.066 1.461 -3.652
Br 5.045 1.887 -5.164
C 3.879 2.400 -2.636
C 3.158 2.033 -1.533
N 2.601 0.801 -1.388
H -1.557 -4.241 -1.104
H -1.526 -1.844 -0.418
H 2.572 -3.884 -2.190
H 3.628 -0.560 -4.273
H 4.292 3.395 -2.705
H 2.989 2.718 -0.716
F -0.586 -1.772 6.568
C 0.240 -2.421 5.736
C 0.472 -1.857 4.524
C 1.263 -2.524 3.574
C 1.526 -1.898 2.297
O 1.149 -0.708 2.120
C 2.243 -2.704 1.354
C 2.787 -3.902 1.775
N 2.605 -4.427 2.980
C 3.225 -5.706 3.312
C 4.363 -5.721 4.289
C 4.616 -5.990 2.837
C 1.809 -3.760 3.925
C 1.591 -4.315 5.189
C 0.806 -3.666 6.144
N 0.574 -4.188 7.405
C 0.050 -3.386 8.523
C -0.051 -4.208 9.792
N 1.270 -4.850 10.138
C 1.915 -5.547 8.941
C 0.955 -5.544 7.763
C 2.719 -2.262 0.019
O 3.817 -2.176 -0.377
O 2.251 -1.361 -2.403
H 0.014 -0.906 4.287
H 3.407 -4.496 1.115
H 2.509 -6.518 3.329
H 4.414 -6.549 4.983
H 4.696 -4.766 4.673
H 4.825 -7.002 2.523
H 5.148 -5.225 2.287
H 2.054 -5.260 5.409
H -0.957 -3.025 8.331
H 0.682 -2.510 8.695
H -0.776 -5.014 9.714
H -0.336 -3.574 10.629
H 1.130 -5.518 10.898
H 1.907 -4.142 10.506
H 2.184 -6.554 9.253
H 2.822 -4.992 8.711
H 0.072 -6.151 7.981
H 1.455 -6.046 6.943
*
```

=====

# 7
Computed, not measured: a gas-phase ion, C5H9N2 (charge +1), with the ωB97M-V functional and the def2-TZVPD basis.

Values from the calculation:
HOMO-LUMO gap = 10.2 eV
total energy = -305.0798 Ha
HOMO level = -16.47 eV

Structure (ORCA input):
```
! wB97M-V def2-TZVPD RIJCOSX def2/J DEFGRID3
* xyz 1 1
C 0.956 1.419 0.479
C 0.117 0.779 -0.678
N -0.180 -0.633 -0.194
C 0.842 -1.473 -0.273
C -1.345 -0.821 0.402
C -2.488 0.085 0.308
N -3.335 0.777 -0.009
H 0.326 1.538 1.271
H 1.859 0.938 0.819
H 1.210 2.432 0.109
H 0.801 0.607 -1.538
H -0.848 1.250 -0.817
H 1.735 -1.206 0.257
H 1.161 -1.519 -1.262
H 0.658 -2.459 0.275
H -1.467 -1.714 0.851
*
```

=====

It is found that the ΔE to the lowest compared entry with this formula, charge and spin values, taken in the order of the records, are 69.5, 207.7, 792.9, 77.1, 500.2, 310.3, 394.5 kJ/mol.